{"formula": "H10O5", "method": "ωB97M-V/def2-TZVPD", "symbols": ["O", "H", "H", "O", "H", "H", "O", "H", "H", "O", "H", "H", "O", "H", "H"], "xyz": [[2.05711, -0.65636, -1.87513], [1.59176, -1.23016, -1.23840], [1.99945, -1.05191, -2.82160], [-0.71157, -1.55530, -1.37481], [-1.23842, -1.27941, -0.62548], [-1.38393, -1.36841, -2.08534], [-1.68944, 0.02497, 1.09743], [-2.08923, -0.06398, 1.96647], [-0.71633, -0.18198, 1.19359], [0.98066, -0.21160, 1.07335], [0.95717, 0.69508, 1.41795], [1.15576, -0.10273, 0.10157], [-0.47552, 2.43585, 1.16393], [-0.26119, 2.35239, 0.21955], [-1.30498, 1.93064, 1.19348]], "forces_ev_per_a": [[0.1475, -0.6684, -1.7692], [0.1027, -0.2510, -1.2414], [-0.1810, 0.7631, 2.8963], [-1.3596, 0.2957, -1.3895], [-0.0732, 0.1028, 0.9231], [1.3142, -0.4019, 0.6459], [0.2145, -0.3382, -0.1249], [0.0276, -0.2252, 0.0435], [-0.7182, 0.0899, 0.0598], [0.2125, 0.1609, -1.1290], [0.1304, 0.0816, -0.0923], [-0.1633, 0.1061, 1.2730], [0.0733, 0.0690, -0.6268], [0.0672, 0.3020, 0.3547], [0.2054, -0.0864, 0.1767]], "nbo_charge": [-0.971, 0.483, 0.489, -0.962, 0.487, 0.472, -1.011, 0.478, 0.503, -0.955, 0.502, 0.492, -0.965, 0.465, 0.492], "smiles": "O.O.O.O.O", "de_lowest_kcal_mol": 22.8, "gap_ev": 11.80}